# 1
C6H12OSi | ωB97M-V/def2-TZVPD

Computed properties:
gap between HOMO and LUMO (spin up / spin down) = 8.6 / 5.4 eV
HOMO (spin up / spin down) = -0.303 / -0.221 Eh

Structure (ORCA input):
```
! RIJCOSX wB97M-V def2-TZVPD def2/J DEFGRID3
* xyz 0 1
C -3.990 1.086 -0.684
C -3.449 0.403 0.171
C 0.762 1.035 2.197
C 2.151 -1.050 -1.200
C -0.385 1.016 -1.499
C -2.776 -0.156 1.181
O 1.099 0.329 1.043
Si 0.655 -0.203 -0.419
H -4.631 1.723 -1.160
H 1.111 0.513 3.026
H -0.288 1.229 2.182
H 1.253 2.000 2.045
H 2.480 -0.391 -2.037
H 3.015 -1.269 -0.635
H 1.913 -2.108 -1.602
H 0.209 1.072 -2.344
H -1.250 0.552 -1.837
H -0.785 1.966 -1.045
H -1.947 -0.850 1.114
H -2.859 0.252 2.137
*
```


# 2
C6H12P | ωB97M-V/def2-TZVPD

Computed properties:
gap between HOMO and LUMO (spin up / spin down) = 6.3 / 7.9 eV
HOMO (spin up / spin down) = -0.474 / -0.490 Eh

Structure (ORCA input):
```
! RIJCOSX wB97M-V def2-TZVPD def2/J DEFGRID3
* xyz 1 1
C -0.490 0.396 -1.846
C -0.053 0.925 -0.706
C -1.255 -0.945 -1.943
C -2.021 -1.255 -0.771
C 2.044 -0.463 0.556
C 0.193 1.151 2.260
P 0.247 -0.046 0.793
H -0.517 0.915 -2.734
H 0.411 1.907 -0.739
H -1.864 -0.797 -2.735
H -0.416 -1.666 -2.157
H -3.077 -0.867 -0.775
H -1.789 -2.013 0.011
H 2.342 -1.170 1.192
H 2.341 0.591 0.659
H 2.045 -0.886 -0.503
H 1.091 1.768 2.062
H 0.334 0.342 3.103
H -0.774 1.588 2.532
*
```


# 3
C6H12S2 | ωB97M-V/def2-TZVPD

Computed properties:
gap between HOMO and LUMO = 9.4 eV
structure (SMILES) = CS[C@@H]1[C@H](C)C[C@H]1S
HOMO = -0.316 Eh

Structure (ORCA input):
```
! RIJCOSX wB97M-V def2-TZVPD def2/J DEFGRID3
* xyz 0 1
C 1.532 2.346 -0.555
S 1.023 0.838 -1.387
C -0.344 0.361 -0.325
C -0.146 -0.377 1.032
C 1.145 -1.187 1.141
C -1.382 -1.226 0.665
C -1.185 -0.821 -0.811
S -2.695 -0.530 -1.764
H 0.749 3.052 -0.516
H 1.896 2.205 0.513
H 2.359 2.769 -1.156
H -0.942 1.252 -0.170
H -0.263 0.274 1.951
H 1.123 -1.837 2.052
H 2.028 -0.501 1.247
H 1.315 -1.833 0.295
H -2.294 -0.752 1.108
H -1.322 -2.320 0.878
H -0.516 -1.578 -1.313
H -2.081 -0.134 -2.886
*
```


# 4
C6H12S2Si | ωB97M-V/def2-TZVPD

Computed properties:
gap between HOMO and LUMO = 8.5 eV
HOMO = -0.301 Eh

Structure (ORCA input):
```
! RIJCOSX wB97M-V def2-TZVPD def2/J DEFGRID3
* xyz 0 1
C -0.368 0.713 0.430
C -1.434 0.332 1.289
C 0.949 0.107 0.926
C 0.886 -1.480 0.926
C -0.210 -1.877 -0.106
C -0.470 1.342 -0.738
Si 0.878 1.710 -1.898
S -1.819 -1.494 0.525
S -2.842 -0.899 -1.086
H -2.375 0.918 1.168
H -1.367 0.304 2.307
H 1.814 0.411 0.342
H 1.070 0.559 1.924
H 2.022 -1.761 0.732
H 0.563 -1.843 1.849
H 0.113 -1.474 -1.026
H -0.289 -2.988 -0.210
H -1.493 1.756 -0.878
H 2.037 0.742 -1.551
H 1.677 2.905 -1.638
H 0.659 2.017 -3.286
*
```


# 5
C6H12Si | ωB97M-V/def2-TZVPD

Computed properties:
gap between HOMO and LUMO = 10.0 eV
structure (SMILES) = C[Si]1(C)CC=CC1
HOMO = -0.332 Eh

Structure (ORCA input):
```
! RIJCOSX wB97M-V def2-TZVPD def2/J DEFGRID3
* xyz 0 1
C -1.305 0.591 1.727
Si -0.038 -0.134 0.523
C 1.242 -1.405 1.060
C -0.890 -0.780 -0.985
C -0.396 0.095 -2.084
C 0.457 1.082 -1.781
C 0.850 1.214 -0.359
H -1.861 1.408 1.323
H -1.990 -0.158 2.061
H -0.786 0.931 2.663
H 1.837 -1.002 1.860
H 0.682 -2.287 1.407
H 1.917 -1.723 0.265
H -1.962 -0.718 -0.826
H -0.535 -1.811 -1.093
H -0.544 -0.220 -3.106
H 0.901 1.708 -2.537
H 1.920 1.055 -0.220
H 0.500 2.154 0.100
*
```


# 6
C6H13AlO4 | ωB97M-V/def2-TZVPD

Computed properties:
gap between HOMO and LUMO (spin up / spin down) = 8.2 / 7.1 eV
expectation value of S² = 0.751
HOMO (spin up / spin down) = -0.455 / -0.468 Eh

Structure (ORCA input):
```
! RIJCOSX wB97M-V def2-TZVPD def2/J DEFGRID3
* xyz 1 2
C -0.166 -2.674 -1.443
O -0.844 -2.350 -0.267
H 0.300 -3.670 -1.335
H -0.834 -2.691 -2.327
H 0.634 -1.937 -1.659
O 1.891 1.710 0.922
C 2.028 0.865 1.796
C 0.853 0.353 2.567
O -0.336 0.790 2.036
C -0.630 -0.839 0.439
C -1.244 0.176 -0.504
O -0.382 1.309 -0.636
C -0.429 1.901 -1.927
Al -0.051 2.223 0.923
H 3.027 0.442 2.013
H 1.032 0.610 3.633
H 0.931 -0.757 2.529
H -1.351 -1.055 1.240
H 0.472 -0.805 0.354
H -2.215 0.517 -0.110
H -1.381 -0.286 -1.496
H 0.211 2.788 -1.905
H -0.056 1.181 -2.670
H -1.459 2.200 -2.172
*
```


Repeat the fifth record exactly.
C6H12Si | ωB97M-V/def2-TZVPD

Computed properties:
gap between HOMO and LUMO = 10.0 eV
structure (SMILES) = C[Si]1(C)CC=CC1
HOMO = -0.332 Eh

Structure (ORCA input):
```
! RIJCOSX wB97M-V def2-TZVPD def2/J DEFGRID3
* xyz 0 1
C -1.305 0.591 1.727
Si -0.038 -0.134 0.523
C 1.242 -1.405 1.060
C -0.890 -0.780 -0.985
C -0.396 0.095 -2.084
C 0.457 1.082 -1.781
C 0.850 1.214 -0.359
H -1.861 1.408 1.323
H -1.990 -0.158 2.061
H -0.786 0.931 2.663
H 1.837 -1.002 1.860
H 0.682 -2.287 1.407
H 1.917 -1.723 0.265
H -1.962 -0.718 -0.826
H -0.535 -1.811 -1.093
H -0.544 -0.220 -3.106
H 0.901 1.708 -2.537
H 1.920 1.055 -0.220
H 0.500 2.154 0.100
*
```